Record 1
C12H33KNO5 | the ωB97M-V functional and the def2-TZVPD basis

The geometry in XYZ format:
```
52
Properties=species:S:1:pos:R:3:forces:R:3
K 20.28695 -2.37364 15.67770 0.1 -0.5 0.0
C 21.79085 0.72478 16.09893 0.3 -0.4 0.5
O 21.37393 -0.34102 16.95283 0.0 0.2 -0.5
C 21.37330 -0.01431 18.32643 -0.9 -0.4 0.4
C 20.93198 -1.27332 19.06241 0.7 -0.5 -0.1
N 19.77193 -1.93201 18.44545 -0.2 0.3 0.2
C 19.08859 -2.78642 19.42262 0.2 0.0 0.2
C 17.86368 -3.42339 18.79870 0.4 0.6 0.4
O 17.28072 -4.24586 19.76522 -0.1 -0.4 -0.1
C 16.13922 -4.88856 19.25163 -0.4 -0.3 -0.3
H 21.22920 1.64304 16.28758 0.0 0.0 0.0
H 21.62684 0.37542 15.08178 0.1 0.1 -0.1
H 22.85564 0.89420 16.27940 0.0 0.2 -0.2
H 20.63859 0.78690 18.49000 0.3 0.2 0.1
H 22.37282 0.25754 18.67530 -0.1 0.3 0.0
H 20.77132 -1.12707 20.13520 -0.1 0.6 0.0
H 21.79934 -1.94554 19.02718 -0.2 -0.2 -0.1
H 19.10784 -1.21030 18.16530 0.1 0.1 0.1
H 18.79111 -2.23764 20.32568 -0.1 0.1 -0.1
H 19.79773 -3.52821 19.79747 -0.1 -0.2 -0.3
H 18.15798 -3.93185 17.87209 -0.2 -0.3 0.1
H 17.16312 -2.61536 18.53752 -0.1 0.0 -0.2
H 15.37060 -4.16678 18.95386 0.0 0.1 -0.1
H 15.68422 -5.55623 19.97947 0.3 0.1 0.3
H 16.40532 -5.50598 18.38683 0.0 0.1 -0.1
C 20.76281 -5.17568 13.57431 -0.7 0.2 -0.3
C 20.04764 -5.82421 14.75021 1.1 -0.6 -0.1
O 20.38073 -5.11421 15.95724 -0.3 0.4 -0.1
H 20.34245 -4.20717 13.28388 0.0 0.0 0.2
H 20.65092 -5.80355 12.68778 0.1 -0.1 0.1
H 21.82240 -5.04248 13.78198 0.0 -0.1 0.1
H 20.44460 -6.84210 14.82082 -0.1 0.0 0.1
H 18.97134 -5.92752 14.63572 -0.1 0.4 -0.1
H 20.68051 -5.72372 16.63454 -0.1 -0.1 0.0
C 16.43841 -4.62176 15.35094 0.4 -0.2 0.3
C 16.47847 -3.12820 15.20186 -0.2 0.5 -0.2
O 17.71031 -2.75976 14.54128 0.3 -0.1 0.1
H 17.38510 -4.92580 15.80603 -0.1 -0.2 -0.1
H 16.30396 -5.14825 14.40794 0.1 0.1 -0.1
H 15.64661 -4.94357 16.02586 -0.1 0.2 0.0
H 16.45662 -2.62420 16.17391 -0.1 -0.2 0.0
H 15.63458 -2.76364 14.60868 0.0 0.0 0.1
H 17.69732 -1.81271 14.37360 -0.4 0.0 -0.2
C 22.80860 -1.43058 11.92854 -0.2 -0.4 0.0
C 21.54477 -0.62387 12.19415 1.2 -0.2 -0.7
O 20.79599 -1.24291 13.23362 -0.3 0.1 0.4
H 22.57709 -2.43273 11.56048 -0.1 0.0 0.1
H 23.42145 -1.54454 12.82372 0.0 0.1 0.0
H 23.40144 -0.95103 11.15086 0.0 0.1 0.1
H 20.98608 -0.59313 11.25637 -0.3 0.1 0.2
H 21.87010 0.38600 12.46047 -0.4 0.1 0.1
H 20.01811 -0.69707 13.39284 0.0 0.0 -0.3
```
Forces are in eV/Å.

Summary:
**E**: -41026.3181 eV
**HOMO level**: -12.4 eV
**2S+1**: 1
**Energy relative to the best compared isomer or geometry (same formula, charge and spin)**: 3.4 kcal per mole
**HOMO-LUMO gap**: 9.5 eV
**Charge**: +1


Record 2
C12H33NaNiO13S4 | the ωB97M-V functional and the def2-TZVPD basis

The geometry in XYZ format:
```
64
Properties=species:S:1:pos:R:3:forces:R:3
Na -0.36016 -0.52687 -2.76757 0.3 0.3 0.3
Ni -0.36208 1.09355 0.69233 -0.4 -3.4 -0.9
O -0.64844 -0.49817 -0.48611 0.1 -0.3 -1.3
H -0.40953 -1.44459 -0.44445 0.2 0.9 1.0
O -1.67132 1.92033 -0.73463 -0.6 0.7 -1.6
S -1.82735 2.35689 -2.13807 -1.1 2.1 -0.3
O -0.76038 2.06460 -3.06503 0.1 -0.9 0.5
O -3.21950 1.88719 -2.82715 1.8 0.5 1.5
C -3.48161 0.49116 -2.95268 -2.7 -1.8 0.2
C -5.03346 0.39164 -2.98839 0.6 0.4 0.5
C -2.13634 4.19518 -2.18112 -0.3 -1.2 1.2
H -3.25235 -0.09998 -2.06606 1.1 0.3 0.0
H -3.18362 0.06655 -3.91133 0.9 0.3 0.1
H -5.29883 1.02191 -3.83717 -0.9 -0.2 0.3
H -5.40126 0.69898 -2.00943 -0.1 0.9 -0.2
H -5.47845 -0.60336 -2.99711 0.6 -0.3 -0.9
H -1.31602 4.70686 -2.68447 -0.2 -0.3 -0.1
H -2.19028 4.46693 -1.12691 0.4 0.1 0.0
H -3.14451 4.41730 -2.53091 0.3 -0.3 -0.6
O 2.02542 0.31704 -2.47014 0.0 0.3 0.9
S 2.26530 1.43978 -1.59333 1.2 2.0 0.7
O 1.37992 1.65756 -0.39107 2.3 -0.4 -2.0
O 3.91127 1.55163 -1.12922 -4.3 0.4 1.4
C 4.89303 0.86712 -1.85192 0.6 -2.2 -0.9
C 5.69404 1.81629 -2.69769 0.6 1.0 -0.2
C 2.27466 2.98501 -2.54434 -0.8 -0.2 0.2
H 4.40573 0.00664 -2.31042 0.0 0.3 -1.0
H 5.51414 0.29735 -1.16076 0.2 0.6 0.5
H 6.16401 1.44747 -3.60940 -0.2 -0.5 0.2
H 6.48547 2.26052 -2.09403 0.2 -0.2 0.1
H 5.13977 2.70463 -3.00061 -0.5 -0.2 -0.1
H 2.67461 3.77471 -1.90832 0.1 -0.2 0.0
H 1.25545 3.23063 -2.84264 -0.1 -0.2 0.3
H 2.81254 2.87124 -3.48554 0.4 -0.3 0.4
O 0.64086 -0.23544 2.08769 0.9 -1.5 0.2
S 1.58487 -1.29305 2.52303 2.9 0.1 -0.7
O 1.32854 -2.08018 3.70918 -0.1 1.4 -1.5
O 2.02584 -2.31723 1.28968 -2.3 3.6 -0.1
C 2.65317 -3.54755 1.58229 -1.3 -0.8 1.5
C 3.83655 -3.77249 0.73040 0.2 0.5 0.3
C 3.30805 -0.46772 2.53820 -2.1 -0.5 0.9
H 1.84653 -4.25964 1.40804 0.4 -0.5 0.2
H 2.86815 -3.49459 2.64957 0.3 -0.7 0.0
H 4.59065 -3.04656 1.03446 0.3 -0.1 -0.4
H 3.54009 -3.62007 -0.30737 0.4 -0.4 -0.1
H 4.17904 -4.77212 0.99789 0.2 0.0 -0.6
H 3.52880 -0.03992 1.56026 -0.3 -0.2 0.1
H 3.96872 -1.28595 2.82476 0.1 0.3 0.0
H 3.22451 0.30068 3.30675 0.3 -0.1 0.0
O -2.14428 0.11495 1.69366 -0.6 -0.7 0.1
S -2.78888 -1.17354 1.97740 -2.2 1.0 1.5
O -2.01229 -2.30369 2.39140 0.0 0.6 -0.4
O -3.91716 -0.80759 3.15209 1.1 0.2 -3.3
C -3.96243 -1.43638 4.42416 0.2 0.0 0.7
C -2.89047 -0.84915 5.29133 0.6 0.0 0.1
C -3.96673 -1.77372 0.65585 0.9 -0.3 -0.6
H -3.91823 -2.52141 4.33021 0.2 0.0 0.0
H -4.93611 -1.17997 4.84166 -0.1 0.0 -0.3
H -3.12239 -1.10314 6.32563 0.5 0.1 0.1
H -2.78377 0.22925 5.17407 -0.7 0.1 0.2
H -1.90461 -1.18031 4.96497 0.1 -0.6 0.4
H -3.56189 -2.77203 0.48981 -0.5 -0.4 0.6
H -3.90086 -1.41921 -0.37278 0.6 1.1 0.3
H -5.03413 -1.72597 0.87143 0.4 -0.1 0.8
```
Forces are in eV/Å.

Summary:
**E**: -128380.0079 eV
**HOMO level (alpha / beta)**: -15.4 / -15.4 eV
**2S+1**: 3
**<S²>**: 2.00
**HOMO-LUMO gap (alpha / beta)**: 9.8 / 8.7 eV
**Charge**: +2


Record 3
C12H34BrO8 | the ωB97M-V functional and the def2-TZVPD basis

The geometry in XYZ format:
```
55
Properties=species:S:1:pos:R:3:forces:R:3
Br 0.16592 -0.35601 -0.00260 0.5 1.3 -2.4
C 2.69382 -0.82564 3.94358 0.2 0.3 -0.7
C 2.11961 -0.44811 2.56359 -0.8 -0.7 -0.1
C 3.18562 -0.29337 1.54702 1.2 1.1 -0.1
O 1.15263 -1.35088 2.06889 1.4 -2.4 3.9
H 1.96576 -1.12833 4.69617 0.0 0.2 -0.1
H 3.30436 0.01815 4.26508 -0.4 0.3 0.4
H 3.46431 -1.59006 3.84303 -0.3 -0.5 -0.2
H 1.60118 0.51068 2.55626 0.1 0.5 0.8
H 2.78069 0.02607 0.58676 -0.4 -1.4 1.9
H 3.89640 -1.10575 1.39562 -0.2 -0.3 0.2
H 3.74763 0.60172 1.81361 0.5 0.1 0.2
H 0.87968 -1.06822 1.19299 1.6 -1.0 1.7
C -1.94217 1.73719 -3.84207 -0.8 -0.2 0.1
C -1.32108 1.62792 -2.49046 0.1 0.1 0.3
C -2.23959 1.24408 -1.29659 0.7 1.8 -3.3
O -0.27731 0.68807 -2.62715 -0.8 -0.5 -1.4
H -2.43283 0.77527 -3.99062 -0.1 -0.1 -0.5
H -1.19296 1.92031 -4.61230 -0.1 0.0 0.0
H -2.71427 2.50653 -3.83368 0.0 0.2 -0.2
H -0.84933 2.56897 -2.20764 0.0 0.4 -0.1
H -2.14649 0.18430 -1.05930 -0.5 0.5 -1.1
H -3.28651 1.52700 -1.40619 -0.1 -0.1 -0.3
H -1.88907 1.80789 -0.43209 -0.2 0.5 -2.2
H -0.15770 0.32628 -1.74601 0.0 -0.1 -0.8
C 2.71317 0.90958 -1.32168 -0.8 -0.9 -0.3
C 2.46724 -0.37004 -2.12911 0.6 -0.2 -0.7
O 2.51990 -0.18837 -3.52839 0.1 0.1 -0.6
O 1.49352 1.63972 -1.19256 2.8 2.3 -0.5
H 3.53391 1.49492 -1.73625 -0.4 0.3 -0.3
H 3.05873 0.54688 -0.35362 0.4 1.3 -1.7
H 1.53967 -0.85553 -1.82579 0.5 0.3 -0.4
H 3.23745 -1.12670 -1.97957 0.3 0.1 0.5
H 1.68717 0.16907 -3.84523 -0.4 0.2 0.3
H 0.91185 1.08051 -0.67241 0.6 1.0 0.0
C -1.63756 -2.55742 -1.21084 -0.4 -0.5 0.9
C -1.73098 -3.03162 0.30505 0.7 0.7 -0.9
O -1.68038 -1.90631 1.14274 -2.0 -1.0 1.2
O -0.36191 -2.45750 -1.77624 0.1 -1.7 -0.7
H -2.04226 -1.54636 -1.25670 -0.7 -0.3 0.2
H -2.24029 -3.21884 -1.83321 0.1 0.0 -0.1
H -0.91638 -3.68581 0.61577 0.3 -0.4 -0.6
H -2.65043 -3.57755 0.51643 -0.2 0.2 -0.2
H -0.82602 -1.48020 1.04233 -0.5 -0.8 0.8
H 0.04682 -1.70163 -1.34822 0.1 -0.4 -0.4
C -1.52666 1.69853 1.62615 0.0 -2.0 2.7
C -2.30601 1.47037 2.95920 0.1 0.5 -0.6
O -2.23998 0.12038 3.40389 0.0 1.1 0.3
O -2.11969 0.79060 0.75717 -2.5 0.1 5.5
H -0.51389 1.31794 1.75863 0.4 0.6 0.4
H -1.47482 2.75879 1.37863 -0.4 0.2 -0.7
H -3.32527 1.78663 2.73740 -0.5 -0.3 -0.1
H -2.02726 2.15949 3.75639 0.6 -0.3 0.2
H -2.67411 -0.41203 2.73332 0.2 -0.3 -0.4
H -1.42390 0.26870 0.35084 -0.6 0.1 0.6
```
Forces are in eV/Å.

Summary:
**E**: -99411.1728 eV
**HOMO level**: -5.7 eV
**2S+1**: 1
**Energy relative to the best compared isomer or geometry (same formula, charge and spin)**: 172.1 kcal per mole
**HOMO-LUMO gap**: 8.9 eV
**Charge**: -1


Record 4
C12H34CdO14 | the ωB97M-V functional and the def2-TZVPD basis

The geometry in XYZ format:
```
61
Properties=species:S:1:pos:R:3:forces:R:3
Cd -2.93481 0.32188 6.27639 -0.9 1.4 -0.4
C -0.26199 1.74804 0.21047 0.2 0.9 -0.1
C -0.17444 1.16750 1.63025 -1.1 0.6 1.3
O -1.24535 1.45611 2.51275 0.6 -0.4 -1.3
H 0.64988 1.52470 -0.34337 0.1 -0.6 0.1
H -0.21550 2.83654 0.24331 -0.5 0.2 0.2
H -1.12125 1.43980 -0.38514 -0.1 -0.1 0.3
H 0.73233 1.51220 2.12729 0.4 -0.1 -0.2
H -0.10498 0.09377 1.45591 0.0 -0.6 0.3
O -4.94525 2.73844 6.46206 0.7 -1.2 -0.1
H -5.80461 2.44357 6.10282 0.4 0.0 0.1
C 3.34582 -5.50700 4.75048 -1.0 -1.5 0.3
C 4.71165 -5.84805 4.33551 1.6 -0.6 -2.1
O 5.23330 -4.65295 3.70488 -0.4 -0.1 1.5
C 4.36792 -3.66454 3.95033 -0.6 2.9 -2.2
O 4.52266 -2.54474 3.45632 -0.9 -3.0 2.2
O 3.21716 -4.13486 4.61580 1.7 2.1 -0.4
H 3.26789 -5.91323 5.75895 -0.9 0.6 0.2
H 2.65107 -5.99751 4.06871 -0.4 0.1 0.3
H 4.65516 -6.51478 3.47506 0.4 -0.7 0.5
H 5.32946 -6.22086 5.15247 0.3 0.3 -0.3
C 4.12285 -3.01229 -2.46026 1.7 1.1 -1.3
C 5.16563 -3.88027 -1.77861 1.5 1.2 -1.8
O 4.44092 -4.96768 -1.37099 -0.8 -1.3 1.2
C 3.14296 -4.69865 -1.42179 -4.8 -2.3 2.8
O 2.26710 -5.43174 -0.86551 3.7 3.3 -2.9
O 2.88569 -3.49012 -2.05397 -0.3 -1.9 1.2
H 4.27963 -3.16494 -3.52807 -0.6 0.2 -0.2
H 4.27922 -1.95148 -2.26448 -0.4 0.0 0.2
H 5.76156 -3.34972 -1.03598 -0.3 -0.4 0.6
H 5.83648 -4.24464 -2.55663 0.4 0.1 0.2
O -1.11776 5.22779 5.16068 0.0 0.0 0.2
H -0.47649 5.86102 4.83814 0.1 0.2 -0.1
H -1.08213 4.50804 4.53067 -0.1 -0.3 -0.2
O -4.65836 -0.43348 1.05421 -0.3 0.0 0.0
H -3.93872 0.13736 1.32344 0.3 0.3 0.1
H -4.28839 -1.31583 1.08288 0.1 -0.2 0.0
O -3.96761 4.21906 0.86861 -0.2 0.1 0.0
H -3.28062 3.81800 1.40100 0.2 -0.2 0.2
H -3.59759 4.25475 -0.01346 0.0 0.0 -0.3
O 3.35485 3.41761 6.12304 0.1 -0.1 0.2
H 3.12192 4.34358 6.19057 -0.1 0.2 0.1
H 3.37495 3.24321 5.18208 0.0 -0.1 -0.2
C -4.73480 4.46267 -4.27613 1.5 -1.1 -1.1
C -3.37147 5.26703 -4.32192 -1.9 -2.4 -1.3
O -3.38277 5.97876 -3.19635 0.3 2.9 2.9
H -4.81695 4.00469 -5.26183 -0.5 0.1 -0.3
H -5.65361 4.98988 -4.01937 0.5 0.6 -0.2
H -4.71670 3.57921 -3.63795 0.4 0.2 0.5
H -3.33832 5.83976 -5.24873 -0.1 0.4 -0.1
H -2.45879 4.67278 -4.27716 -0.2 -1.0 -0.7
H -2.57990 6.50401 -3.16293 0.0 0.2 0.3
C -1.31766 -0.51082 -5.86491 0.7 0.0 1.2
C -1.98469 -1.59845 -5.01180 -0.2 -0.3 -2.1
O -3.17920 -1.94327 -5.69757 -1.2 0.0 0.0
H -0.88431 -0.95447 -6.76129 -0.3 -0.1 -0.2
H -0.45783 -0.10825 -5.32945 0.0 0.3 0.0
H -2.00371 0.29390 -6.12920 0.0 -0.1 0.1
H -2.27924 -1.35887 -3.99007 0.4 0.1 -0.1
H -1.40651 -2.51135 -5.15473 0.7 0.1 1.2
H -2.93573 -1.98083 -6.62541 -0.2 -0.1 -0.1
```
Forces are in eV/Å.

Summary:
**E**: -46213.2257 eV
**HOMO level**: -7.9 eV
**2S+1**: 1
**HOMO-LUMO gap**: 3.0 eV
**Charge**: 0


Record 5
C12H34ClFeN2O4 | the ωB97M-V functional and the def2-TZVPD basis

The geometry in XYZ format:
```
54
Properties=species:S:1:pos:R:3:forces:R:3
Fe 0.31657 0.55447 3.55421 -0.9 -0.2 -3.4
Cl 0.72745 0.44493 0.82691 -0.2 0.1 2.2
C -3.67798 1.95310 2.58398 -0.1 -0.2 0.6
C -2.51072 1.19205 3.22665 -2.6 -0.5 0.8
C -2.46325 -0.24863 2.71909 -1.0 1.6 -0.2
O -1.31261 -0.79466 3.29404 1.5 -1.0 0.4
C -1.10861 -2.17135 2.91622 0.8 -1.1 0.3
N -1.29538 1.88342 2.93360 1.6 -0.1 -0.3
H -4.63764 1.49878 2.83044 0.0 -0.1 -0.2
H -3.54875 1.99502 1.50248 -0.1 -0.1 -0.1
H -3.71255 2.97733 2.95528 0.0 0.0 0.0
H -2.59815 1.13042 4.31139 -0.3 0.2 0.2
H -2.51336 -0.21576 1.63074 0.8 -0.4 -0.3
H -3.34434 -0.81843 3.01424 0.0 0.1 0.4
H -1.98721 -2.79386 3.08545 -0.5 0.6 -0.6
H -0.41996 -2.69168 3.58189 0.5 0.7 0.3
H -0.65712 -2.22921 1.92581 -0.5 0.1 -0.2
H -1.33792 2.85481 3.20689 -0.1 0.2 0.5
H -1.36907 1.94134 1.92796 1.2 0.0 -0.8
C -1.68333 -2.91690 -3.14791 0.3 -0.5 -0.8
C -0.98924 -2.50489 -1.85868 0.8 0.1 -0.3
C 0.52367 -2.08961 -1.98495 0.1 0.0 -1.4
O 0.74899 -1.02817 -2.94836 -2.1 -0.8 0.5
C 2.05206 -0.58537 -3.17509 0.5 -0.3 0.2
N -1.68662 -1.43058 -1.21944 -0.8 1.0 0.5
H -1.30107 -3.86423 -3.52811 0.6 0.1 -0.1
H -1.55476 -2.16003 -3.92168 0.2 0.0 0.0
H -2.74515 -3.16311 -3.15174 -0.2 0.5 0.9
H -1.02420 -3.31756 -1.13311 0.3 -0.4 -0.1
H 1.12669 -2.96268 -2.23438 0.2 -0.2 -0.2
H 0.84840 -1.73672 -1.00612 0.1 0.0 0.3
H 2.59936 -1.27286 -3.82001 0.2 -0.3 0.1
H 2.56330 -0.45959 -2.22068 0.3 0.1 0.0
H 2.04492 0.36326 -3.71189 -0.3 0.1 0.3
H -1.02298 -1.02238 -0.57675 -0.1 0.4 0.3
H -1.84953 -0.70707 -1.90508 -0.1 0.3 -0.2
C 1.94926 4.02813 -0.20505 -0.3 0.0 -0.1
C 1.85601 3.26314 -1.54120 -0.1 2.9 -0.1
C 2.41851 4.02957 -2.70490 0.3 0.1 -0.5
O 2.56956 2.10335 -1.36385 -0.2 -1.4 -0.1
H 1.21445 3.60382 0.47914 -0.1 0.0 0.3
H 1.78843 5.10574 -0.23652 -0.1 0.0 -0.3
H 2.93996 3.83846 0.20801 0.0 0.1 0.0
H 0.81865 3.12199 -1.84462 -0.4 -0.6 0.4
H 2.24382 3.43035 -3.59849 0.4 -0.1 -0.1
H 3.47904 4.23570 -2.56045 0.1 -0.1 -0.2
H 1.90139 4.96927 -2.89892 -0.1 0.1 0.3
H 2.03175 1.71410 -0.67041 0.5 -1.1 0.3
C 2.34605 -3.49146 1.08854 -1.4 -1.8 -0.7
O 2.48895 -2.17895 1.48071 0.8 0.7 1.3
H 2.74642 -4.28626 1.71791 1.2 0.9 0.5
H 1.31371 -3.82690 1.18775 -0.7 0.3 -0.5
H 2.66720 -3.70348 0.06873 0.1 0.2 -0.1
H 2.02669 -1.56033 0.91043 -0.1 -0.1 -0.3
```
Forces are in eV/Å.

Summary:
**E**: -71066.1082 eV
**HOMO level (alpha / beta)**: -11.4 / -11.4 eV
**2S+1**: 5
**Energy relative to the best compared isomer or geometry (same formula, charge and spin)**: 93.5 kcal per mole
**<S²>**: 6.01
**HOMO-LUMO gap (alpha / beta)**: 5.4 / 5.1 eV
**Charge**: +1